# C5H10

A 2-piece molecular cluster, C5H10 overall at a distorted geometry (ωB97M-V with the def2-TZVPD basis set, OMol25).

## Properties
ΔE to the lowest compared entry with this formula, charge and spin = 5.6800 eV
highest occupied orbital energy = -7.6 eV
E_tot = -5341.58597 eV
2S+1 = 1
total charge = 0
frontier orbital gap = 7.80 eV

```
15
Properties=species:S:1:pos:R:3:forces:R:3
C -0.6800 -0.1860 -0.0982 1.314 2.041 -3.573
C 0.5478 0.0494 0.5878 3.255 -4.218 4.130
C -0.5543 -0.9257 -1.4389 0.927 -1.004 0.328
H 2.3014 -0.5538 1.6913 -0.243 -0.435 -0.308
H 1.6951 1.3878 -0.5826 1.051 0.039 -1.412
H -1.5180 0.4858 -0.0627 -0.379 0.215 0.658
C 0.7857 1.3268 -0.0786 -1.998 -2.710 2.083
H 0.1794 -1.7466 -1.2808 -0.449 0.414 -0.238
H 0.3332 2.2146 0.2735 -0.647 0.659 0.215
H -0.1024 -0.2547 -2.1894 -0.503 -0.381 0.236
C 1.3624 -0.9579 1.2907 -1.747 4.034 -2.257
H -5.8176 2.7291 0.3245 0.263 0.669 0.440
H -1.4559 -1.3891 -1.8423 -0.163 0.320 0.213
H 1.1941 -2.0496 1.3673 -0.421 1.027 -0.075
H -5.5784 3.3371 0.7246 -0.262 -0.670 -0.441
```
Forces are in eV/Å.

Computed Mulliken charges, given in elementary charges:
1 C -0.254
2 C 0.491
3 C -0.965
4 H 0.260
5 H 0.329
6 H 0.356
7 C -0.909
8 H 0.299
9 H 0.276
10 H 0.254
11 C -0.762
12 H -0.005
13 H 0.329
14 H 0.295
15 H 0.005